Record 1
C5H10O | ωB97M-V with the def2-TZVPD basis set

The SMILES is CCC(=O)CC. As for the orbital gap: 10.21 eV. Its spin multiplicity is 1. The value obtained for the energy above the lowest of the compared OMol25 structures with the same formula, charge and spin is 45.5 kcal/mol. The highest occupied orbital energy is -9.2 eV.

Geometry as XYZ:
```
16
Properties=species:S:1:pos:R:3:mulliken_charge:R:1
C -0.30457 -1.66309 0.74354 -1.18
C -1.16144 -0.61005 0.04272 -0.22
C -0.53747 0.46532 -0.80407 0.47
O -1.19458 1.39640 -1.24550 -0.63
C 0.89408 0.55058 -1.08536 -0.49
C 0.87386 1.39099 0.39382 -1.11
H 0.22277 -1.27676 1.62412 0.28
H 0.43601 -2.10800 0.07001 0.30
H -0.95787 -2.47031 1.09295 0.37
H -1.84072 -0.11755 0.74413 0.32
H -1.78273 -1.08523 -0.71976 0.31
H 0.95916 0.93899 -2.12797 0.30
H 1.72141 -0.13805 -0.95331 0.29
H -0.06754 1.61767 0.95316 0.31
H 1.43469 0.75474 1.07754 0.34
H 1.30497 2.35434 0.19399 0.34
```

Record 2
C5H10O | ωB97M-V with the def2-TZVPD basis set

The SMILES is CC1C=C1.[H][H].C=O. As for the orbital gap: 10.38 eV. Its spin multiplicity is 1. The value obtained for the energy above the lowest of the compared OMol25 structures with the same formula, charge and spin is 106.0 kcal/mol. The highest occupied orbital energy is -9.6 eV.

Geometry as XYZ:
```
16
Properties=species:S:1:pos:R:3:mulliken_charge:R:1
C 0.78334 1.58548 0.54664 -1.03
C 0.15540 1.43982 -0.82859 -0.01
C 0.09688 0.12102 -1.54495 -0.33
C -1.03238 0.55647 -1.08402 -0.56
H 0.29220 2.38156 1.11950 0.30
H 0.70456 0.65674 1.12179 0.20
H 1.84549 1.84583 0.46423 0.31
H 0.25182 2.34260 -1.44244 0.35
H 0.66070 -0.63382 -2.07303 0.38
H -2.09839 0.42937 -0.96189 0.41
H 1.77141 -2.03523 -0.12901 0.11
H 1.43094 -1.96362 0.53042 -0.12
C -1.21952 -1.68301 1.06422 -0.17
O -0.40305 -1.55578 1.94172 -0.41
H -2.23228 -1.24060 1.13914 0.26
H -1.00712 -2.24682 0.13625 0.30
```

Record 3
C5H10O | ωB97M-V with the def2-TZVPD basis set

As for the orbital gap: 9.90 eV. Its spin multiplicity is 1. The value obtained for the energy above the lowest of the compared OMol25 structures with the same formula, charge and spin is 105.8 kcal/mol. The highest occupied orbital energy is -9.3 eV.

Geometry as XYZ:
```
16
Properties=species:S:1:pos:R:3:mulliken_charge:R:1
C 1.55024 -0.92283 -0.17871 -1.41
C 0.46430 -0.17851 0.58509 0.06
C 0.27481 1.31975 0.22565 -0.50
C -0.93745 0.95682 -0.66696 -0.84
C -0.91823 -0.43575 -0.03530 0.61
O -1.32920 -1.57784 -0.59013 -0.74
H 1.38695 -2.00222 -0.10167 0.32
H 1.53542 -0.66413 -1.24267 0.32
H 2.54127 -0.67913 0.21927 0.38
H 0.52176 -0.41105 1.65159 0.36
H -0.00079 1.92891 1.09080 0.26
H 1.11631 1.78847 -0.28827 0.32
H -1.86111 1.53038 -0.57243 0.28
H -0.68794 0.85413 -1.73120 0.25
H -1.75949 -0.34251 1.10792 0.14
H -1.89685 -1.16449 0.52703 0.20
```

- Look up the highest occupied orbital energy of the third one.
  -9.3 eV